Below is 3 unconnected molecules or ions with the total composition C17H30ClNO9 in a non-equilibrium geometry, with properties calculated with ωB97M-V/def2-TZVPD.

Calculated values
* Kohn-Sham gap: 0.358 hartree
* E_tot: -1857.88940 a.u.
* structure (SMILES): COCCCCN(C[C@@H](C)Cl)C(=O)O.C[C@@H]1COC(=O)O1.C[C@@H]1COC(=O)O1
* F_max: 0.039 hartree/bohr

The geometry in XYZ format:
```
58
C17H30ClNO9 ωB97M-V/def2-TZVPD
C 2.68 -3.04 -0.03
O 2.42 -1.69 -0.40
C 1.13 -1.54 -0.96
C 0.70 -0.09 -0.85
C -0.29 0.34 -1.95
C -1.68 0.63 -1.41
N -2.26 -0.60 -0.84
C -3.00 -1.42 -1.80
C -2.31 -2.77 -2.06
C -3.15 -4.00 -1.70
Cl -1.75 -2.87 -3.77
C -2.97 -0.42 0.36
O -2.99 -1.24 1.26
O -3.66 0.75 0.44
H 3.75 -3.21 -0.03
H 2.25 -3.23 0.95
H 2.23 -3.73 -0.75
H 0.42 -2.16 -0.39
H 1.12 -1.90 -1.99
H 1.59 0.52 -0.87
H 0.23 0.04 0.12
H 0.10 1.24 -2.41
H -0.34 -0.40 -2.74
H -2.28 1.01 -2.23
H -1.59 1.40 -0.65
H -3.09 -0.90 -2.75
H -4.02 -1.60 -1.46
H -1.41 -2.78 -1.46
H -4.19 -3.76 -1.53
H -3.06 -4.75 -2.47
H -2.75 -4.44 -0.79
H -3.91 0.83 1.36
C 6.53 -0.04 2.41
C 6.82 -1.51 2.51
C 7.68 -2.07 1.40
O 7.22 -3.43 1.30
C 5.95 -3.47 1.76
O 5.21 -4.39 1.64
O 5.63 -2.30 2.37
H 7.44 0.52 2.19
H 5.80 0.14 1.62
H 6.10 0.34 3.34
H 7.26 -1.75 3.49
H 8.75 -2.05 1.62
H 7.50 -1.57 0.44
C -5.06 3.72 0.24
C -4.00 4.75 0.52
C -4.31 5.71 1.65
O -3.61 6.90 1.25
C -3.49 6.87 -0.11
O -3.13 7.79 -0.77
O -3.85 5.66 -0.59
H -5.40 3.26 1.17
H -5.92 4.18 -0.26
H -4.68 2.94 -0.41
H -3.03 4.27 0.68
H -3.94 5.37 2.61
H -5.38 5.94 1.72
```

The natural (NBO) scheme yields these atomic charges, measured in e:
1. C -0.24
2. O -0.55
3. C -0.05
4. C -0.42
5. C -0.41
6. C -0.20
7. N -0.51
8. C -0.23
9. C -0.18
10. C -0.63
11. Cl -0.09
12. C 0.90
13. O -0.60
14. O -0.70
15. H 0.20
16. H 0.17
17. H 0.16
18. H 0.16
19. H 0.16
20. H 0.22
21. H 0.20
22. H 0.21
23. H 0.21
24. H 0.19
25. H 0.21
26. H 0.22
27. H 0.21
28. H 0.23
29. H 0.21
30. H 0.23
31. H 0.23
32. H 0.50
33. C -0.63
34. C 0.07
35. C -0.09
36. O -0.49
37. C 0.97
38. O -0.57
39. O -0.49
40. H 0.22
41. H 0.23
42. H 0.23
43. H 0.18
44. H 0.20
45. H 0.19
46. C -0.63
47. C 0.06
48. C -0.09
49. O -0.49
50. C 0.97
51. O -0.56
52. O -0.50
53. H 0.21
54. H 0.23
55. H 0.24
56. H 0.18
57. H 0.20
58. H 0.18



Below is C17H30F3NO4S3 in the gas phase in a non-equilibrium geometry, with properties calculated with ωB97M-V/def2-TZVPD.

Calculated values
* Kohn-Sham gap: 0.291 hartree
* E_tot: -2515.59177 a.u.
* structure (SMILES): CCCCN(CCCC[C@@]1(CCC(F)(F)F)COS(=O)(=O)O1)C(=S)SCCC
* F_max: 0.044 hartree/bohr

The geometry in XYZ format:
```
58
C17H30F3NO4S3 ωB97M-V/def2-TZVPD
C -1.41 -2.49 2.77
C -2.89 -2.17 2.46
C -3.32 -0.70 2.71
C -2.23 0.36 2.54
N -1.44 0.27 1.30
C -0.68 1.53 1.14
C 0.55 1.31 0.26
C 1.73 2.22 0.67
C 2.72 2.45 -0.47
C 3.37 1.18 -1.02
C 4.19 0.49 0.08
C 4.91 -0.78 -0.40
C 4.97 -1.90 0.62
F 4.90 -3.08 -0.04
F 6.12 -1.94 1.26
F 3.97 -1.91 1.48
C 2.54 0.29 -1.95
O 3.27 -0.08 -3.12
S 4.36 1.11 -3.39
O 5.55 0.48 -3.77
O 3.76 1.99 -4.30
O 4.45 1.67 -1.92
C -2.22 0.04 0.15
S -1.79 -1.17 -0.85
S -3.63 1.07 -0.25
C -5.03 -0.07 -0.57
C -5.51 -0.08 -2.02
C -4.65 -0.89 -3.00
H -0.84 -2.65 1.86
H -1.39 -3.45 3.29
H -0.93 -1.77 3.44
H -3.09 -2.38 1.41
H -3.55 -2.82 3.02
H -4.20 -0.49 2.11
H -3.66 -0.65 3.75
H -1.58 0.34 3.41
H -2.74 1.34 2.58
H -0.35 1.90 2.11
H -1.36 2.27 0.69
H 0.36 1.48 -0.80
H 0.86 0.27 0.43
H 2.18 1.77 1.55
H 1.32 3.19 0.97
H 3.54 3.08 -0.12
H 2.20 2.98 -1.26
H 4.95 1.21 0.36
H 3.57 0.33 0.96
H 4.52 -1.20 -1.33
H 5.94 -0.51 -0.62
H 2.13 -0.58 -1.44
H 1.72 0.90 -2.33
H -5.87 0.24 0.04
H -4.75 -1.06 -0.21
H -6.51 -0.52 -2.02
H -5.65 0.94 -2.38
H -5.30 -1.46 -3.68
H -4.04 -0.26 -3.65
H -4.01 -1.61 -2.51
```

The natural (NBO) scheme yields these atomic charges, measured in e:
1. C -0.62
2. C -0.40
3. C -0.41
4. C -0.22
5. N -0.54
6. C -0.20
7. C -0.43
8. C -0.40
9. C -0.42
10. C 0.30
11. C -0.44
12. C -0.51
13. C 0.98
14. F -0.34
15. F -0.32
16. F -0.32
17. C -0.14
18. O -0.68
19. S 2.57
20. O -0.91
21. O -0.91
22. O -0.72
23. C -0.10
24. S 0.07
25. S 0.20
26. C -0.50
27. C -0.41
28. C -0.62
29. H 0.23
30. H 0.21
31. H 0.20
32. H 0.20
33. H 0.20
34. H 0.20
35. H 0.21
36. H 0.21
37. H 0.19
38. H 0.21
39. H 0.19
40. H 0.20
41. H 0.22
42. H 0.20
43. H 0.21
44. H 0.23
45. H 0.22
46. H 0.23
47. H 0.23
48. H 0.25
49. H 0.25
50. H 0.23
51. H 0.20
52. H 0.23
53. H 0.23
54. H 0.21
55. H 0.21
56. H 0.21
57. H 0.21
58. H 0.22



Below is 2 unconnected molecules or ions with the total composition C17H30FN3O3 in a non-equilibrium geometry, with properties calculated with ωB97M-V/def2-TZVPD.

Calculated values
* Kohn-Sham gap: 0.179 hartree
* E_tot: -1155.08946 a.u.
* F_max: 0.193 hartree/bohr

The geometry in XYZ format:
```
54
C17H30FN3O3 ωB97M-V/def2-TZVPD
C 1.16 -0.53 3.29
C 0.83 -0.64 1.92
N 0.64 -0.74 0.39
C -0.42 -1.70 -0.08
C -1.90 -1.08 -0.34
C -2.09 0.52 -0.15
C -3.10 0.92 1.12
C -4.71 0.81 0.68
O -5.27 2.08 0.20
C -6.74 2.13 0.31
C -7.55 1.64 -1.03
C 1.39 -0.02 -0.51
N 1.29 -0.07 -2.02
C 2.39 -0.99 -2.50
C 3.81 -0.34 -1.90
C 3.54 1.07 -1.05
N 2.49 0.90 0.06
C 1.92 2.23 0.48
C 2.51 2.66 1.99
F 3.45 3.81 1.90
H 1.34 -0.77 4.44
H -0.09 -2.29 -1.06
H -0.54 -2.55 0.75
H -2.20 -1.34 -1.47
H -2.68 -1.69 0.32
H -1.11 1.16 -0.10
H -2.67 0.92 -1.12
H -2.85 0.28 2.07
H -2.95 2.06 1.41
H -5.37 0.34 1.56
H -4.76 0.05 -0.22
H -7.18 1.52 1.22
H -7.07 3.26 0.50
H -7.55 0.47 -1.10
H -8.67 2.01 -0.93
H -7.15 2.10 -2.04
H 0.35 -0.33 -2.37
H 2.37 -1.05 -3.67
H 2.21 -2.06 -2.00
H 4.44 -1.13 -1.30
H 4.44 -0.02 -2.86
H 4.56 1.51 -0.65
H 3.16 1.86 -1.86
H 0.76 2.21 0.60
H 2.25 3.12 -0.24
H 1.61 3.03 2.67
H 3.05 1.77 2.54
C 5.60 -4.33 0.74
C 5.44 -3.24 -0.29
O 6.28 -2.30 -0.22
O 4.48 -3.40 -1.10
H 6.44 -4.13 1.41
H 4.69 -4.41 1.35
H 5.77 -5.29 0.24
```

The natural (NBO) scheme yields these atomic charges, measured in e:
1. C -0.20
2. C 0.11
3. N -0.43
4. C -0.25
5. C -0.44
6. C -0.43
7. C -0.43
8. C -0.07
9. O -0.56
10. C -0.08
11. C -0.66
12. C 0.82
13. N -0.64
14. C -0.24
15. C -0.47
16. C -0.25
17. N -0.46
18. C -0.28
19. C 0.03
20. F -0.39
21. H 0.32
22. H 0.26
23. H 0.26
24. H 0.23
25. H 0.24
26. H 0.21
27. H 0.23
28. H 0.22
29. H 0.23
30. H 0.19
31. H 0.16
32. H 0.18
33. H 0.20
34. H 0.21
35. H 0.22
36. H 0.22
37. H 0.40
38. H 0.23
39. H 0.23
40. H 0.34
41. H 0.23
42. H 0.26
43. H 0.19
44. H 0.22
45. H 0.25
46. H 0.18
47. H 0.21
48. C -0.73
49. C 0.76
50. O -0.78
51. O -0.82
52. H 0.20
53. H 0.19
54. H 0.21



Below is 2 unconnected molecules or ions with the total composition C17H30N5O3 in a non-equilibrium geometry, with properties calculated with ωB97M-V/def2-TZVPD.

Calculated values
* Kohn-Sham gap: 0.346 hartree
* E_tot: -1165.00000 a.u.
* total charge: +1
* F_max: 0.031 hartree/bohr

The geometry in XYZ format:
```
55
C17H30N5O3 ωB97M-V/def2-TZVPD
C -0.06 1.89 4.41
C -0.24 0.81 3.67
C 0.80 0.27 2.73
N 0.44 0.52 1.32
C 0.19 1.77 0.88
N 0.89 2.86 1.07
C 2.20 3.09 1.68
C 3.33 2.80 0.69
O 3.17 1.51 0.16
N -0.97 1.89 0.11
C -1.76 0.72 0.55
O -2.71 0.43 -0.41
C -3.84 -0.28 0.09
C -4.86 0.60 0.82
C -4.90 2.04 0.31
O -6.10 -0.08 0.65
C -0.66 -0.33 0.77
C -0.28 -1.06 -0.53
N 1.15 -1.24 -0.66
H 0.91 2.36 4.53
H -0.88 2.34 4.97
H -1.18 0.27 3.73
H 1.77 0.71 2.94
H 0.93 -0.80 2.82
H 0.42 3.68 0.70
H 2.24 4.14 1.96
H 2.30 2.51 2.59
H 3.29 3.53 -0.12
H 4.28 2.93 1.21
H 3.92 0.95 0.38
H -0.73 1.78 -0.88
H -2.21 0.99 1.51
H -4.33 -0.72 -0.78
H -3.52 -1.11 0.73
H -4.61 0.62 1.88
H -4.26 2.68 0.91
H -4.56 2.11 -0.72
H -5.92 2.41 0.37
H -6.61 -0.03 1.46
H -0.96 -1.08 1.50
H -0.84 -2.01 -0.52
H -0.65 -0.51 -1.40
H 1.38 -1.75 -1.50
H 1.52 -1.79 0.12
N 2.58 -2.85 -3.07
C 1.69 -3.19 -4.00
C 1.97 -4.06 -5.04
C 3.24 -4.61 -5.12
C 4.17 -4.26 -4.16
C 3.80 -3.38 -3.16
H 0.70 -2.75 -3.91
H 1.20 -4.30 -5.77
H 3.49 -5.29 -5.92
H 5.18 -4.66 -4.19
H 4.50 -3.09 -2.39
```

The natural (NBO) scheme yields these atomic charges, measured in e:
1. C -0.34
2. C -0.23
3. C -0.25
4. N -0.37
5. C 0.72
6. N -0.52
7. C -0.24
8. C -0.08
9. O -0.72
10. N -0.63
11. C 0.26
12. O -0.52
13. C -0.08
14. C 0.07
15. C -0.64
16. O -0.71
17. C -0.08
18. C -0.24
19. N -0.84
20. H 0.19
21. H 0.22
22. H 0.21
23. H 0.22
24. H 0.23
25. H 0.43
26. H 0.23
27. H 0.21
28. H 0.18
29. H 0.19
30. H 0.49
31. H 0.41
32. H 0.17
33. H 0.22
34. H 0.17
35. H 0.15
36. H 0.21
37. H 0.22
38. H 0.24
39. H 0.48
40. H 0.22
41. H 0.18
42. H 0.20
43. H 0.41
44. H 0.35
45. N -0.46
46. C 0.03
47. C -0.25
48. C -0.16
49. C -0.25
50. C 0.04
51. H 0.19
52. H 0.23
53. H 0.23
54. H 0.23
55. H 0.19